Entry from the OMol25 dataset: 3 unconnected molecules or ions with the total composition C4H14O2S (the ωB97M-V functional and the def2-TZVPD basis).

## Properties
HOMO level ... -8.6 eV
Structure (SMILES) ... CCCSC.O.O
Calculated total energy ... -19305.0669 eV
M ... 126.22 g/mol
F_max ... 0.031 Eh/bohr

Geometry as XYZ:
```
21
Properties=species:S:1:pos:R:3:forces:R:3
C 0.633119 -2.087390 0.805071 -0.6 0.8 0.9
C 0.619568 -0.696928 1.466909 0.2 0.0 -0.4
C 1.108756 0.398148 0.541041 -1.1 -0.1 -1.2
S 0.087770 0.450858 -1.018886 0.1 -0.2 0.4
C 0.075264 2.225827 -1.291050 0.4 0.2 -0.6
H 1.517632 -2.269341 0.208286 0.1 0.0 -0.3
H 0.608416 -2.798398 1.614561 0.0 -0.6 0.1
H -0.299929 -2.201002 0.261550 0.1 -0.2 -0.4
H 1.299740 -0.691621 2.310324 0.1 -0.1 0.4
H -0.394518 -0.480146 1.828611 0.3 0.0 0.0
H 2.115877 0.204826 0.209751 0.5 0.0 0.1
H 1.016227 1.400918 0.935378 0.2 0.1 0.4
H -0.377355 2.446632 -2.259357 -0.1 -0.2 0.1
H -0.494245 2.740016 -0.533435 -0.1 0.2 0.3
H 1.093439 2.621194 -1.356803 -0.1 0.0 0.2
O -2.861848 3.787641 0.546287 0.3 0.0 0.2
H -2.143269 3.890355 1.189054 -0.3 0.0 -0.2
H -2.901556 2.841905 0.367124 0.0 0.0 0.0
O -0.555134 -3.998690 -1.739867 -0.1 -0.1 0.0
H 0.034091 -3.245144 -1.642200 0.0 0.0 -0.1
H -0.182044 -4.539670 -2.442340 0.0 0.1 0.0
```
Forces are in eV/Å.